Here is a structure of composition C19H20ClN4O5Ta from the Open Molecules 2025 dataset. Energies are from ωB97M-V/def2-TZVPD.

Geometry (Å):
Ta (0.83811, 0.15104, -0.20524)
N (-0.60439, -1.61784, -0.12286)
N (-0.62452, -2.09990, 1.19158)
C (0.15038, -1.51895, 2.13074)
O (0.27311, -1.84628, 3.25397)
O (0.84059, -0.44812, 1.53437)
H (-1.57091, -1.36151, -0.37618)
H (-0.27366, -2.34861, -0.75040)
H (-1.12241, -2.95509, 1.40718)
C (3.91599, -2.93416, -2.18138)
C (3.76833, -3.00231, -0.79330)
C (3.02439, -2.04839, -0.13155)
C (2.42425, -0.99584, -0.84987)
C (2.61461, -0.92108, -2.24195)
C (3.33381, -1.90354, -2.90759)
H (4.50139, -3.68665, -2.69322)
H (4.23708, -3.80133, -0.23454)
H (2.90740, -2.11004, 0.94602)
H (2.21231, -0.09262, -2.82668)
H (3.46312, -1.84501, -3.97979)
C (-2.91754, 1.36583, 3.20724)
C (-3.27923, 0.42162, 2.10033)
C (-3.55588, -0.92273, 2.34869)
C (-3.90136, -1.77846, 1.31245)
Cl (-4.12078, -3.46405, 1.64019)
C (-4.01035, -1.32503, 0.00526)
C (-3.72995, 0.00634, -0.25722)
C (-3.35219, 0.85978, 0.77566)
O (-3.07782, 2.20599, 0.53129)
C (-2.41049, 2.40613, -0.68392)
C (-1.06302, 1.72312, -0.57626)
O (-0.32663, 1.86213, 0.44697)
O (-0.60947, 0.89288, -1.48606)
H (-2.90381, 0.85012, 4.16440)
H (-3.63586, 2.18409, 3.26441)
H (-1.93751, 1.81348, 3.03254)
H (-3.48759, -1.30709, 3.35888)
H (-4.33796, -1.98286, -0.79316)
H (-3.86854, 0.37867, -1.26295)
H (-2.24684, 3.47404, -0.84292)
H (-2.93532, 2.01598, -1.55278)
N (2.99122, 3.65351, -1.50345)
C (3.96162, 3.10376, -0.69740)
C (3.44290, 1.94680, -0.22779)
N (2.16022, 1.79220, -0.74609)
C (1.92894, 2.85371, -1.51431)
H (3.07396, 4.51810, -2.01992)
H (4.91443, 3.57581, -0.53201)
H (3.89079, 1.21452, 0.42172)
H (1.03508, 3.04786, -2.08311)

Values from the calculation:
Multiplicity: 1
Charge: +2
E: -50286.5475 eV
Relative energy (zero: lowest compared OMol25 entry of this formula, charge and spin): 57.2 kJ/mol
Highest occupied orbital energy: -14.2 eV